Entry 1:
This record from the OMol25 dataset describes a structure of composition C22H20N7O5Ti. The level of theory is ωB97M-V with the def2-TZVPD basis set.

The calculation puts the total energy at -66911.645 eV. Its spin multiplicity is 2. The charge is +2. As for the gap between HOMO and LUMO (spin up / spin down): 6.1047 / 6.5839 eV. For the LUMO energy (spin up / spin down), the calculation gives -7.3 / -7.5 eV. For the relative energy (zero: lowest compared OMol25 entry of this formula, charge and spin), the calculation gives 21.7 kcal per mole. The expectation value of S² is 0.765.

Element x y z (Å)
H (3.2009, 1.2030, -5.4642)
O (0.2580, 2.5849, -0.3292)
N (-1.2178, -1.4584, 0.8436)
C (1.2149, 0.0747, 3.0503)
H (-4.1983, 0.3742, -2.2008)
C (3.5165, 1.2266, 2.8099)
C (0.1842, 0.6655, -4.0474)
C (2.3415, 2.4872, 0.6844)
H (-3.5643, -3.4730, 1.9025)
N (-1.6067, 0.4012, -1.9761)
H (-0.8461, -5.7179, 0.5830)
O (0.8685, -0.8938, 0.1820)
Ti (-0.0055, 0.8758, 0.1923)
N (-3.0818, -2.6268, 1.6480)
H (4.0930, 3.7198, 0.5703)
C (0.2195, -3.2679, 0.5180)
C (2.4711, 1.0186, -4.6913)
H (2.2511, 0.5692, -1.3252)
H (-3.5493, -1.7477, 1.7967)
O (1.6312, -0.6143, 4.0805)
N (1.6967, 1.5026, 1.2965)
C (-1.8508, -2.6154, 1.1679)
C (-2.4596, 0.7253, -0.9959)
C (1.9428, 0.6836, -2.3680)
H (0.4756, -3.6321, -0.4828)
O (1.7604, 4.1133, -0.9955)
C (-1.4227, -5.0680, 1.2394)
C (3.6161, 2.8918, 1.0731)
C (-2.7922, 1.6404, 1.1224)
H (0.8154, 0.9804, -6.0524)
O (0.0630, 0.1004, 2.6294)
H (-4.8086, 2.1007, 1.6758)
H (-1.1825, -5.3264, 2.2736)
C (1.4261, 3.1698, -0.3409)
H (-5.7642, 1.2151, -0.4376)
C (2.2330, 0.9194, 2.3737)
H (5.2219, 2.4764, 2.4377)
C (-4.6974, 1.1965, -0.2751)
C (0.0247, -1.7646, 0.4911)
C (-4.1575, 1.6887, 0.9227)
H (-0.8615, 0.5738, -4.2946)
H (3.9383, 0.7378, 3.6750)
C (0.5751, 0.5827, -2.6977)
N (-1.0897, -3.6919, 0.9603)
H (-2.3427, 1.9973, 2.0483)
C (1.1290, 0.8907, -5.0247)
C (2.8748, 0.9036, -3.3632)
H (3.9245, 0.9846, -3.1213)
H (0.9990, -3.6008, 1.2087)
H (-2.4820, -5.2462, 1.0567)
C (4.2232, 2.2120, 2.1226)
H (0.9324, -1.0956, 4.5596)
N (-1.9522, 1.1442, 0.2063)
C (-3.8486, 0.7171, -1.2410)
N (-0.3411, 0.4921, -1.6749)

Atomic partial charges in e from the Mulliken method, atoms 1 to 2: atom 1 (H): 0.4338, atom 2 (O): -0.4612

=====

Entry 2:
This record from the OMol25 dataset describes a structure of composition C22H21AsIMgN3O7S. The level of theory is ωB97M-V with the def2-TZVPD basis set.

The calculation puts the total energy at -127182.138 eV. Its spin multiplicity is 2. The charge is -1. As for the gap between HOMO and LUMO (spin up / spin down): 3.6392 / 7.4353 eV. For the LUMO energy (spin up / spin down), the calculation gives 2.1 / 2.1 eV. For the relative energy (zero: lowest compared OMol25 entry of this formula, charge and spin), the calculation gives 0.0 kcal per mole. The expectation value of S² is 0.764.

Element x y z (Å)
C (-0.1103, -2.7574, 3.4699)
C (-0.2820, -1.6630, 5.6127)
H (-0.4873, -3.4754, 2.7511)
H (-0.7822, -1.5348, 6.5635)
O (1.9092, 0.3625, -0.0862)
C (-2.8207, -2.1706, -3.1172)
I (-2.7462, 5.1411, 1.3572)
H (-1.1107, 2.9841, -0.0473)
O (1.2018, 2.1795, -2.2903)
C (-3.1616, -0.9192, -0.7001)
H (1.0711, -2.5319, 1.1777)
C (-1.4254, 2.5008, 0.8685)
C (0.8145, -0.8782, 5.2779)
C (4.4110, 0.5474, -2.8737)
S (2.4240, -0.3704, -1.2641)
C (3.0058, 2.7783, -3.7191)
C (-2.2085, 1.2322, 3.1533)
N (-1.0113, 1.1994, 1.0387)
C (-1.8603, -2.2531, -2.1360)
H (-1.5974, -3.2142, 4.9301)
H (2.2862, -0.3897, 3.7964)
C (3.1426, 0.8010, -2.3698)
H (4.9386, -0.3296, -2.5242)
C (1.4489, -1.0254, 4.0578)
O (3.4127, -1.3686, -0.9745)
O (-1.1427, 1.0373, -1.9743)
C (-4.1470, -0.8173, -1.6561)
H (2.1753, -1.3454, 1.5822)
Mg (-0.1039, 0.1328, -0.5463)
H (-2.4694, 0.6750, 4.0460)
C (-1.4366, 0.6128, 2.2141)
H (5.9712, 1.2043, -4.1878)
C (4.2683, 2.5204, -4.2194)
H (0.5680, -0.1267, -3.7138)
H (-3.2420, 3.1026, 3.7040)
N (1.6272, -2.1259, 1.9142)
H (-5.0193, -0.2214, -1.4327)
C (2.4133, 1.9206, -2.7884)
H (-2.6370, -2.6585, -4.0629)
O (0.2332, 0.5878, -4.2800)
O (-1.0799, -1.6318, -0.0607)
H (2.4454, 3.6476, -4.0388)
C (-2.6412, 2.5732, 2.9828)
C (-0.7356, -2.6005, 4.6953)
H (4.7021, 3.1987, -4.9441)
C (-2.1956, 3.1616, 1.7759)
C (0.9910, -1.9665, 3.1299)
O (1.1995, -0.8725, -1.9473)
H (-0.9069, -2.7506, -2.2272)
H (-3.1622, -0.4330, 0.2662)
H (-1.1203, -0.4130, 2.3709)
As (-0.4129, 1.8880, -3.2331)
H (1.1726, -0.1263, 5.9706)
C (-3.9789, -1.4428, -2.8808)
N (-2.0478, -1.6301, -0.9598)
C (4.9815, 1.4045, -3.7993)
H (-4.7317, -1.3500, -3.6511)

Atomic partial charges in e from the Mulliken method, atoms 1 to 2: atom 1 (C): -0.3040, atom 2 (C): -0.5775

=====

Entry 3:
This record from the OMol25 dataset describes a structure of composition C22H21ClFeN8. The level of theory is ωB97M-V with the def2-TZVPD basis set.

The calculation puts the total energy at -81975.719 eV. Its spin multiplicity is 2. The charge is +1. As for the gap between HOMO and LUMO (spin up / spin down): 6.5189 / 6.4949 eV. For the LUMO energy (spin up / spin down), the calculation gives -4.2 / -4.2 eV. For the relative energy (zero: lowest compared OMol25 entry of this formula, charge and spin), the calculation gives 87.5 kcal per mole. The expectation value of S² is 1.162.

Element x y z (Å)
C (-1.7973, 0.2547, -1.6915)
C (-1.6786, -3.6485, 1.1014)
H (-2.4662, -0.2498, 2.5945)
C (2.8902, 0.6096, -2.7582)
C (2.7871, 2.8751, -2.0325)
N (-1.3168, -1.2909, 1.2479)
C (-2.4632, 1.9528, -0.3114)
C (5.3485, 0.0712, 2.0882)
H (-2.3179, 2.4393, 0.6446)
H (4.1982, 2.1461, -3.4859)
H (3.1317, 3.8982, -2.0596)
H (-0.0964, -3.3177, -1.0464)
H (2.1971, -1.5334, -1.0084)
H (-0.5613, -0.9091, -2.9508)
C (1.4370, -1.0949, -1.6597)
H (-4.2780, 2.0335, -3.1457)
N (6.3001, 0.5508, 2.5373)
C (0.0402, -2.4993, -0.3268)
H (-2.8141, 0.0722, -3.5757)
H (3.3234, -0.1832, -3.3527)
N (0.8081, 3.0941, 2.4586)
C (3.3739, 1.9028, -2.8303)
C (-1.0521, -2.4779, 0.6956)
C (-0.3031, 0.2809, 3.4024)
H (-3.6360, -2.2578, 3.4736)
Fe (0.1275, 0.2882, 0.8974)
H (-3.0919, -4.4873, 2.4829)
N (1.9303, -0.4763, 1.3041)
N (0.1556, -1.2135, -0.9935)
Cl (1.0704, 0.6900, 4.3499)
C (-0.9546, -0.9680, -1.9309)
N (4.3307, -0.5170, 1.5295)
H (-0.4700, -0.7889, 3.4253)
C (1.7606, 2.5022, -1.1851)
C (-3.5491, 1.7184, -2.4120)
N (-1.6712, 0.9053, -0.5546)
C (0.2779, 2.2976, 1.8185)
H (-4.0404, 3.2447, -0.9670)
N (1.3116, 1.2486, -1.0865)
H (1.2547, 3.7031, 3.1177)
H (1.2685, 3.2280, -0.5494)
C (-2.6094, -3.5891, 2.1239)
C (-2.7296, 0.6315, -2.6537)
C (1.8637, 0.3251, -1.8664)
C (-2.2494, -1.2351, 2.2002)
H (-1.6478, -1.8153, -1.9068)
H (1.4597, -1.6404, -2.6127)
C (-2.9116, -2.3513, 2.6781)
H (-1.1624, 0.8896, 3.6553)
C (3.0965, -0.4236, 1.4756)
H (-1.4260, -4.5919, 0.6374)
C (-3.4164, 2.3966, -1.2063)
H (0.9679, -2.6898, 0.2204)

Atomic partial charges in e from the Mulliken method, atoms 1 to 2: atom 1 (C): 0.7528, atom 2 (C): -1.1380

=====

Entry 4:
This record from the OMol25 dataset describes an isolated molecule of C22H21FN6O2S. The level of theory is ωB97M-V with the def2-TZVPD basis set.

The SMILES is O=C(Cc1cccs1)N1CCC(c2nc3c(nnn3Cc3ccc(F)cc3)c(=O)[nH]2)CC1. The calculation puts the total energy at -49744.153 eV. Its spin multiplicity is 1. As for the gap between HOMO and LUMO: 9.5203 eV. For the LUMO energy, the calculation gives 0.4 eV. For the relative energy (zero: lowest compared OMol25 entry of this formula, charge and spin), the calculation gives 21.6 kcal per mole.

Element x y z (Å)
C (-1.4316, 1.7822, 1.3084)
C (-2.2351, 2.0117, 2.4353)
C (1.0762, 1.7742, -1.3289)
C (1.4629, -1.0766, 1.2548)
H (-0.9853, 4.3032, -0.8051)
N (-0.6967, 0.6821, 1.0448)
C (-0.7405, -0.2199, 1.9708)
C (-0.4104, -2.8633, -2.7112)
H (2.0143, -0.5634, 2.0434)
H (-2.8356, -0.3505, -3.0881)
H (3.3679, 3.5112, 1.2362)
H (-1.5857, -2.7212, 1.1160)
H (-1.3608, 2.6973, -1.4838)
H (0.4674, -4.1445, 1.1498)
O (2.7541, -2.1276, -1.8747)
N (-1.4886, -0.0972, 3.0972)
H (0.1521, -2.0249, 2.7009)
C (1.8024, -2.8016, -1.5353)
F (4.4500, 1.5645, -0.0661)
C (2.7139, 3.0348, 0.5231)
C (2.2498, -2.2935, 0.7798)
N (-1.5410, 2.9067, 0.5762)
C (0.2457, -3.5096, 0.2839)
H (-1.4796, -0.8461, 3.7808)
H (-0.8668, -1.7187, -0.1531)
N (1.4952, -3.0070, -0.2320)
C (-0.8712, 3.2258, -0.6599)
H (0.4381, 1.2796, -2.0443)
C (2.3829, 1.3434, -1.1763)
N (-2.3519, 3.7626, 1.2175)
C (3.1808, 1.9820, -0.2444)
H (1.3385, -0.3859, 0.4207)
H (2.7733, 0.5150, -1.7474)
C (-2.6980, -2.5229, -2.8536)
O (-2.9413, 0.9567, 4.4857)
N (-2.7682, 3.2508, 2.3019)
H (0.8168, -4.5629, -2.3371)
H (-0.2708, -4.1120, -0.4598)
C (-0.6448, -2.3407, 0.7147)
H (1.0204, 4.2595, 0.9593)
H (1.4736, -3.4213, -3.5228)
C (-2.3199, 0.9981, 3.4549)
C (1.4047, 3.4469, 0.3599)
C (-1.6390, -3.4483, -2.7062)
H (3.1954, -1.9780, 0.3376)
C (0.0678, -1.4685, 1.7612)
H (2.4487, -2.9792, 1.6098)
C (-2.2594, -1.2457, -2.9658)
S (-0.5416, -1.1451, -2.9036)
H (-1.7901, -4.5095, -2.6095)
C (0.5767, 2.8180, -0.5628)
H (-3.7355, -2.8035, -2.8749)
C (0.9292, -3.5041, -2.5773)

Atomic partial charges in e from the Mulliken method, atoms 1 to 2: atom 1 (C): 0.6244, atom 2 (C): 0.4466

=====

Entry 5:
This record from the OMol25 dataset describes a structure of composition C22H21IN7O2STi. The level of theory is ωB97M-V with the def2-TZVPD basis set.

The calculation puts the total energy at -79732.002 eV. Its spin multiplicity is 3. The charge is -1. As for the gap between HOMO and LUMO (spin up / spin down): 5.7988 / 6.6778 eV. For the LUMO energy (spin up / spin down), the calculation gives 2.4 / 2.4 eV. For the relative energy (zero: lowest compared OMol25 entry of this formula, charge and spin), the calculation gives 30.1 kcal per mole. The expectation value of S² is 2.011.

Element x y z (Å)
N (-1.8986, 0.9097, 1.0889)
H (1.8021, 0.8164, -1.8034)
H (4.6708, -1.9231, 0.6878)
H (-3.5528, 2.7129, 2.0902)
S (0.1137, -0.3119, 2.9134)
C (-2.9971, -4.0417, 1.4122)
C (-1.7443, 2.2368, 1.0569)
C (2.6729, -1.3105, 0.3540)
H (-1.0529, 4.6559, -0.0601)
N (0.6568, -4.0801, -1.4046)
N (-0.8438, 0.0149, -1.7153)
H (-2.8101, -1.4062, -0.6770)
C (4.5633, -0.8463, 3.9457)
H (-3.2014, 3.7786, 0.7255)
H (-3.6825, -4.7950, 1.7845)
C (1.8326, -0.5554, 3.2991)
C (3.6731, 0.9932, -0.7482)
N (-1.2753, -2.0836, 0.5031)
O (-3.1052, 0.5201, 1.7251)
H (0.1972, 4.6199, 1.1872)
H (5.5750, 0.2621, -0.2653)
Ti (-0.2433, -0.2123, 0.3908)
C (-0.4912, 2.6822, 0.5526)
H (1.6312, -2.5574, 4.0388)
N (1.7447, -0.4208, -0.1086)
C (4.0881, 0.3415, 3.4006)
C (0.2774, -3.1437, -1.9748)
H (4.0221, -2.8217, 4.5912)
C (-3.4286, -3.1078, 0.4911)
C (2.7433, 0.4831, 3.0885)
H (-2.8061, -0.1997, 2.2909)
N (0.3575, 1.6938, 0.3177)
C (-1.6861, -4.0152, 1.8389)
H (-2.2869, 3.9411, 2.2229)
C (3.6695, -1.8871, 4.1689)
H (4.7691, 1.1621, 3.2034)
H (0.6095, 4.1827, -0.4682)
H (-1.2916, -4.7468, 2.5307)
C (2.3218, -1.7413, 3.8510)
C (-2.5262, -2.1550, 0.0507)
C (-2.7562, 3.2165, 1.5539)
O (1.6069, 2.0307, -0.1653)
C (2.1918, 0.7921, -0.7844)
I (4.4107, 2.7465, -1.6016)
H (-4.4381, -3.1028, 0.1054)
H (2.3830, 1.4029, 2.6431)
H (2.2486, -2.2105, 0.7825)
C (-0.8481, -3.0206, 1.3545)
H (0.1884, -2.9727, 1.6485)
C (-0.4898, -1.0167, -2.1609)
C (-0.1711, 4.1147, 0.2873)
N (-0.1509, -2.1241, -2.7171)
H (5.6143, -0.9605, 4.1846)
C (4.5068, 0.0750, -0.2484)
C (4.0107, -1.1636, 0.2983)

Atomic partial charges in e from the Mulliken method, atoms 1 to 2: atom 1 (N): 0.8928, atom 2 (H): 0.1846

=====

| no. | strongest force on any atom (eV Å⁻¹) |
| --- | --- |
| 1 | 3.4 |
| 2 | 1.0 |
| 3 | 1.6 |
| 4 | 1.4 |
| 5 | 1.2 |